1.
Here is a molecular structure, C35H53BCl2N10OSi4TeTi from OMol25. Energies are from the ωB97M-V functional and the def2-TZVPD basis.

Geometry as ORCA input:
```
! RIJCOSX wB97M-V def2-TZVPD def2/J DEFGRID3
* xyz -1 2
H 3.184 2.715 3.633
Ti -1.734 -0.419 0.805
N -7.857 -1.085 -1.228
H 2.819 1.883 -5.866
Si 2.879 -2.539 -3.252
Cl -4.462 -6.347 2.968
C 1.599 1.550 2.839
C 3.128 1.169 -5.088
H 4.724 2.225 0.246
C -1.576 3.125 -1.669
H 2.137 -2.426 2.074
H -0.640 0.495 -4.057
H -2.740 4.821 4.619
C -2.105 -2.829 4.461
C -2.485 0.827 -2.445
C -4.099 -4.977 0.676
H 0.849 2.684 -2.218
C -2.905 -2.890 0.418
H -0.123 3.615 2.157
C 1.535 2.714 -3.076
C -0.526 4.952 -0.142
Si 2.252 -0.571 -2.183
N -2.398 0.994 2.584
Te 0.252 -1.437 -0.993
C -1.849 1.764 -1.468
N -1.945 -1.863 2.295
C -2.062 4.403 3.876
C -2.475 2.996 3.563
C 4.681 -0.880 0.307
H 4.857 -1.907 -0.049
H 5.812 -0.576 -2.742
H 0.328 -0.408 -5.237
N -0.953 2.545 0.349
H -4.255 2.558 4.796
H 4.513 -3.440 -4.849
C -3.857 -5.010 2.013
H 3.918 -0.925 1.091
H -2.092 5.040 2.989
H -3.158 -4.662 4.691
C -1.686 -1.823 3.566
H 5.270 -2.147 -3.885
N -3.801 0.124 0.508
H 4.073 1.523 -4.651
H -4.231 -0.933 2.869
C -3.126 -3.974 2.640
C 0.222 0.567 -4.737
N -1.452 1.416 -0.238
H 5.409 1.126 -3.029
H -1.098 5.390 0.681
H -1.853 -2.737 5.510
H 2.494 3.130 -2.733
C 5.595 0.380 -2.243
H 1.199 -2.451 3.573
H 3.774 2.682 -1.194
H 0.010 1.330 -5.497
Si 4.130 0.236 -1.080
H 2.523 -3.831 -1.177
H 5.613 -0.498 0.747
C 4.349 -2.445 -4.409
N 0.141 0.111 1.960
H 6.488 0.689 -1.681
C -7.016 -0.874 -0.449
H 0.517 -3.133 -3.665
H -2.739 1.369 -3.356
C -3.622 -3.923 -0.129
B -0.570 2.539 1.843
N -6.131 -0.639 0.511
C -3.517 2.248 4.065
C -2.664 -2.929 1.821
H 3.376 -4.811 -2.406
C -4.374 -0.153 3.606
H 1.114 3.390 -3.833
Si 1.768 1.016 -3.804
H 4.186 -1.730 -5.229
C -1.015 3.581 -0.497
H -1.045 4.448 4.273
H 1.291 -2.551 -5.158
H -4.672 -5.772 0.219
H 3.331 0.201 -5.572
H 0.526 4.938 0.158
O -2.407 -1.888 -0.240
C 1.133 -0.595 2.510
H -0.625 5.601 -1.011
H 2.961 1.975 0.210
H 1.622 -4.207 -4.574
C 2.187 2.874 3.223
H -1.818 0.005 -2.689
H -1.130 -0.963 3.902
H -5.403 0.193 3.514
C 3.873 1.941 -0.388
H 1.580 3.385 3.975
C 1.212 -2.093 2.536
H 4.263 -3.577 -1.470
C 2.075 0.278 3.074
H -3.391 0.390 -2.034
H -4.254 -0.592 4.599
C 1.442 -3.169 -4.258
H 2.275 3.541 2.361
C 3.302 -3.811 -1.955
H 2.990 0.009 3.589
N -1.820 2.224 2.683
H -1.769 3.699 -2.566
C -2.820 -3.888 4.013
C -4.911 -0.258 0.459
C -3.434 1.001 3.419
H 0.409 -2.558 1.992
Cl -3.951 -3.909 -1.822
N 0.449 1.429 2.164
*
```

Values from the calculation:
Relative energy (zero: lowest compared OMol25 entry of this formula, charge and spin), kJ/mol: 48.80
E_HOMO (spin up / spin down), eV: -4.267 / -4.367
Lowest unoccupied orbital energy (spin up / spin down), Eh: 0.06546 / 0.06005

2.
Here is 4 unconnected molecules or ions with the total composition C35H53BClFINO12 from OMol25. Energies are from the ωB97M-V functional and the def2-TZVPD basis.

Geometry as ORCA input:
```
! RIJCOSX wB97M-V def2-TZVPD def2/J DEFGRID3
* xyz 0 1
H 0.742 3.702 1.355
H -2.845 1.175 -2.211
I -1.313 -1.361 -4.306
C -3.986 4.070 8.322
H 5.488 -1.668 -0.974
C 1.878 -2.106 -1.449
C 5.159 -1.445 -5.195
O 6.095 -1.838 -1.705
H -2.818 -4.533 -7.912
H -3.349 3.798 7.474
O 0.526 3.486 5.021
H 3.417 -0.874 -7.039
H -6.565 -3.327 -7.726
F 5.695 -1.096 -6.372
H 0.281 0.924 5.471
O 8.412 -1.778 -3.627
H -4.526 -6.067 -6.611
H 1.856 3.335 0.059
H 1.653 4.503 6.370
O 1.216 -3.162 -4.723
C 1.172 2.878 0.783
H -1.103 1.184 -2.070
H 9.246 -1.303 -3.536
H -6.192 -4.325 -6.312
H -0.972 2.986 3.732
H 8.736 2.268 -4.579
H -2.556 2.853 -0.645
H 2.341 2.593 2.566
C -0.999 2.073 0.578
O -5.723 2.553 7.562
C -5.449 3.885 7.974
O 3.850 -3.332 -0.761
O -5.400 -4.939 -8.132
H -4.978 -2.161 -6.301
C -5.174 -6.179 -7.484
H 1.476 1.148 2.109
C 4.014 -2.179 -2.831
O 0.218 2.142 0.006
H -6.126 -6.625 -7.179
H 1.937 2.076 6.808
H -5.806 1.873 9.531
H -0.973 0.185 6.482
C -2.097 -0.572 -1.218
H -5.694 4.537 7.129
H -4.210 -2.553 -7.847
C 5.360 -1.831 -2.846
H 9.855 0.873 -4.629
H -6.304 0.735 8.267
H -2.579 -0.799 -0.262
H -3.812 5.127 8.551
C 1.387 -1.733 -0.222
H -4.688 -6.845 -8.196
O -3.600 -3.650 -6.190
C 7.764 0.354 -4.959
H -1.385 -0.733 1.143
C -2.020 0.966 -1.516
C 8.875 1.224 -4.288
H 8.059 0.069 -5.982
H 1.352 2.960 8.225
C -6.333 1.778 8.579
B 7.445 -0.993 -4.172
C 1.085 2.628 7.216
H -6.086 4.171 8.816
H -1.235 4.500 4.623
H -3.039 1.482 0.339
C 3.822 -1.796 -5.183
H 0.737 -0.074 6.883
H -0.251 -1.679 1.774
H -1.880 -4.717 -6.418
H -1.443 2.923 5.441
C 0.013 0.649 6.494
C 0.076 -1.249 -0.137
C -2.935 2.130 9.170
H 1.991 -1.766 -6.376
H -7.379 2.077 8.706
C 3.242 -2.147 -3.983
N -0.384 -0.890 1.145
C 5.917 -1.445 -4.051
C 0.777 3.845 6.370
H 6.856 0.958 -5.070
C 1.774 -2.508 -3.867
H 8.788 1.120 -3.201
C 3.301 -2.616 -1.574
H 3.395 -2.608 -7.139
O -3.627 3.331 9.479
Cl 2.343 -1.827 1.230
O -0.050 1.783 7.343
O -1.131 2.138 1.789
H -0.066 4.404 6.787
H -3.447 1.556 8.393
C -0.681 -1.144 -1.292
C -4.616 -2.984 -6.927
H -1.894 -3.152 -7.253
H -2.888 1.525 10.075
H 2.965 1.679 1.220
C 2.032 1.993 1.698
C -2.496 -4.030 -6.997
H -2.720 -1.023 -1.993
H -1.916 2.356 8.845
C -2.230 1.868 -0.284
C 1.106 -2.027 -2.601
C -0.184 -1.531 -2.531
C -0.859 3.473 4.698
C 3.068 -1.770 -6.513
C -5.777 -3.906 -7.234
*
```

Values from the calculation:
SMILES string: CCOC(=O)CCCc1c(N)c(Cl)c2c(c1I)C(=O)c1c(C)c(F)c(B(O)CC)c(O)c1C2=O.COCCOC.COCCOC.COCCOC
E_HOMO, eV: -8.866
Lowest unoccupied orbital energy, Eh: -0.02232

3.
Here is a molecular structure, C35H53N4OP2PbS from OMol25. Energies are from the ωB97M-V functional and the def2-TZVPD basis.

Geometry as ORCA input:
```
! RIJCOSX wB97M-V def2-TZVPD def2/J DEFGRID3
* xyz 3 1
H -0.788 5.869 0.117
C 1.889 -1.992 -1.234
H 1.847 -3.021 2.714
C 2.707 3.567 1.350
C 2.237 0.134 2.371
O 3.084 -0.063 3.148
C -2.886 1.062 -5.987
H -1.776 -5.520 -1.749
S -2.377 0.511 2.883
N -1.715 0.244 -0.878
H -1.357 4.932 -2.199
H -0.573 2.966 3.108
H 2.235 4.552 1.449
H -1.050 3.172 -2.552
H -0.822 1.293 -6.667
H -2.584 4.274 -0.023
N -0.911 0.627 5.175
H -3.143 -3.812 0.625
C -3.780 0.816 -4.975
H -2.353 2.603 -0.492
C -0.523 3.828 -0.550
C -1.417 -0.653 5.654
H 3.784 3.652 1.546
H 1.454 -4.123 -0.759
H 0.900 5.464 -0.210
H 2.268 2.885 2.097
C 0.345 2.458 4.995
H 3.844 -1.606 -3.989
C -0.036 5.071 0.195
H -1.938 -2.608 2.916
H -1.836 -3.312 -2.861
H 2.224 -3.226 0.575
C 0.052 1.396 5.817
C -1.130 -2.954 -2.084
C -1.755 0.648 -1.989
C -1.878 3.428 0.042
H 2.720 5.043 -0.890
H 3.895 3.853 -1.518
H 0.273 4.380 -2.514
H -2.283 -0.918 5.049
H 0.151 1.134 -4.288
C -1.577 -3.651 2.878
H 1.016 3.273 5.113
H -3.002 -2.244 -0.181
C 1.829 0.292 -1.894
N 1.426 -0.742 -1.046
H -3.557 -3.662 -1.082
H -2.323 -4.255 2.343
C 0.834 -3.023 3.145
C -0.673 4.079 -2.049
N -0.424 2.292 3.828
C 1.445 -3.120 -0.240
C 0.267 -5.217 2.109
H -1.550 -4.025 3.915
H -3.828 0.421 -2.809
C 2.835 -2.326 -2.215
H 0.107 4.870 1.265
C 2.849 3.993 -1.204
P -0.227 -2.868 0.562
C -3.255 0.676 -3.693
C -0.179 -3.761 2.252
C 2.549 -0.148 -3.091
H 0.418 1.132 6.776
H -3.297 1.160 -6.991
C -1.224 1.156 3.965
H -4.899 0.687 -5.012
C -2.853 -3.324 -0.311
H -0.509 -5.864 1.680
C -1.875 0.854 -3.416
H -1.487 -5.730 -0.024
H 0.495 -5.617 3.112
C 1.309 1.709 -1.855
H 3.536 1.381 -1.197
C 2.560 2.996 -0.073
C -1.179 -5.156 -0.901
H 1.153 2.196 -2.782
H 3.310 -3.309 -2.166
H 4.501 2.085 0.089
C -1.487 1.173 -5.804
C 3.483 1.777 -0.178
C -0.952 1.094 -4.465
H -0.638 -1.416 5.545
H 1.183 -5.315 1.508
P 0.806 2.407 -0.276
C -1.419 -3.657 -0.741
H 2.257 3.853 -2.128
H -0.134 -5.400 -1.129
H -1.810 3.133 1.100
Pb -0.126 -0.016 1.237
C 3.108 -1.403 -3.180
H -1.281 -1.864 -2.012
H 2.702 0.596 -3.928
H -1.707 -0.556 6.702
H -0.101 -3.112 -2.446
H 3.166 0.971 0.500
H 0.541 -1.981 3.356
H 0.891 -3.544 4.117
*
```

Values from the calculation:
Relative energy (zero: lowest compared OMol25 entry of this formula, charge and spin), kJ/mol: 196.25
E_HOMO (spin up / spin down), eV: -15.835 / -16.052
Lowest unoccupied orbital energy (spin up / spin down), Eh: -0.41842 / -0.34575